No. 1
Entry from the OMol25 dataset: a molecular structure, C24H14CaF6IN10S5Sb at a distorted geometry (wB97M-V/def2-TZVPD).

```
62
Properties=species:S:1:pos:R:3:mulliken_charge:R:1
Ca 0.06179 -0.14221 -0.67497 1.7889
S 0.01915 5.01227 3.26030 -0.6210
Sb 0.49149 2.84129 2.80685 0.3262
S -0.13421 2.50782 0.30879 -0.2083
S 1.72062 3.24951 -0.19399 0.0166
S 2.76891 2.92927 1.55566 -0.3744
N -3.42188 -3.44789 4.42106 -0.5527
C -2.54857 -2.76445 4.10404 -0.0142
C -1.45720 -1.99239 3.69222 0.5863
C -0.16645 -2.26710 4.19255 -0.2649
C 0.89776 -1.56797 3.66680 -1.2287
C 0.66020 -0.63689 2.66110 0.0326
N -0.56412 -0.33561 2.21518 -0.0094
C -1.58899 -0.98665 2.71892 -0.5355
H -0.03385 -3.01656 4.96295 0.4653
H 1.91278 -1.74354 3.99621 0.4347
H 1.49035 -0.10573 2.21056 0.5759
H -2.57070 -0.70643 2.35123 0.5051
I 0.35400 -7.00662 0.83093 0.0577
C -0.58488 -5.16279 0.60526 -0.7777
C -1.73280 -4.91725 -0.11418 -0.3197
N -1.98625 -3.60933 0.05116 -0.2724
N -1.06988 -3.00465 0.79795 0.3222
C -0.21228 -3.93502 1.16189 -0.1609
H -2.33659 -5.56545 -0.71435 0.4445
H -2.67503 -3.05571 -0.43514 0.1866
H 0.62105 -3.71565 1.79688 0.5473
C 2.85866 1.08957 -3.44381 -1.1939
N 2.87770 0.77893 -2.03314 0.4089
C 3.21475 -0.39977 -1.51473 0.3356
N 3.76562 -1.34752 -2.31230 -0.5000
S 3.05554 -0.69587 0.11963 -0.3143
H 2.45359 2.08884 -3.56415 0.2513
H 2.20664 0.39101 -3.98023 0.3464
H 3.86552 1.06190 -3.87436 0.4020
H 2.57036 1.51136 -1.38515 -0.0617
H 3.53319 -1.33839 -3.29379 0.2657
H 3.80903 -2.26597 -1.89535 0.2370
F -0.58351 1.18429 -7.89047 -0.3718
C -0.19889 2.24480 -7.13968 -0.0675
C 0.15788 3.39643 -7.80640 0.1683
F 0.09672 3.38250 -9.16048 -0.3546
C 0.56972 4.57738 -7.15108 0.6005
C 0.65277 4.44194 -5.74760 0.0354
C 0.28515 3.29150 -5.08524 -0.0066
F 0.39572 3.27567 -3.72638 -0.3297
C -0.18717 2.13735 -5.73672 1.0031
C -0.63065 0.96979 -5.02006 0.3856
C -0.66872 0.87996 -3.65636 0.3316
N -0.75596 0.72085 -2.50408 -1.1676
C -1.11938 -0.18263 -5.64452 -0.1834
N -1.54008 -1.15357 -6.10120 -0.7925
F 1.12191 5.47163 -5.00372 -0.3508
C 0.86513 5.78165 -7.84685 0.2133
C 0.83613 5.88701 -9.23554 0.2334
N 0.84473 6.06237 -10.37819 -0.7960
C 1.16655 6.99769 -7.23732 0.1195
N 1.40285 8.05570 -6.83655 -0.7826
F 1.01890 -1.91620 -2.99335 -0.3014
C 0.38785 -2.21830 -1.76759 -0.5325
F -0.86977 -2.70671 -2.18327 -0.3050
H 0.91779 -3.13608 -1.43714 0.1241
```

Properties
Multiplicity: 1
HOMO-LUMO gap, eV: 4.14
Charge: -2
Relative energy (zero: lowest compared OMol25 entry of this formula, charge and spin), eV: 1.619
F_max, Eh/bohr: 0.039
Electronic energy, eV: -143577.1315

=====

No. 2
Entry from the OMol25 dataset: a molecular structure, C24H15Co2F3O8S at a distorted geometry (wB97M-V/def2-TZVPD).

```
53
Properties=species:S:1:pos:R:3:mulliken_charge:R:1
C 0.19539 1.29345 5.43473 -1.4322
C -0.31280 1.68174 4.08456 1.1643
C 0.44051 2.54752 3.27899 -0.6235
C 0.03194 2.85667 2.00018 -0.7542
C -1.18356 2.31798 1.47189 0.7973
C -1.50115 2.52534 0.11984 -0.6609
S -2.98555 1.98952 -0.57886 1.0000
C -2.90625 2.87076 -2.22282 0.5978
F -3.99967 2.56119 -2.93762 -0.2032
F -2.85344 4.21147 -2.05805 -0.2108
F -1.80516 2.48187 -2.91479 -0.1896
O -2.92706 0.57534 -0.90676 -0.5263
O -4.13348 2.52540 0.11826 -0.6172
C -1.98051 1.49773 2.33357 -0.4741
C -1.52795 1.17515 3.59600 -0.9371
H -0.57840 0.76795 6.00039 0.3618
H 1.06333 0.62594 5.34780 0.2802
H 0.51756 2.17692 5.99758 0.3631
H 1.37482 2.95877 3.67294 0.4014
H 0.63445 3.48884 1.34200 0.3760
H -0.82348 3.06006 -0.54211 0.4361
H -2.94145 1.11821 1.97912 0.3641
H -2.12328 0.51815 4.23512 0.3147
O -1.31783 -2.93060 1.78850 -0.3151
C -1.02507 -3.14936 0.69153 0.1022
Co -0.46329 -3.23852 -1.01070 -0.4366
C 1.27066 -3.50773 -0.76676 0.1122
O 2.39282 -3.68592 -0.54788 -0.3327
C -1.01640 -4.90609 -1.46068 0.3132
O -1.29517 -6.01958 -1.57548 -0.3189
C -1.01537 -1.97731 -2.21264 0.5207
C -0.34055 -1.44036 -1.14573 -0.9847
C 0.09822 -0.35145 -0.48946 0.4531
C 1.50295 -0.17126 -0.16096 0.3262
C 1.88073 0.16568 1.15673 -0.2570
C 3.18168 0.55902 1.43375 -0.6150
C 4.15374 0.52144 0.42524 -0.5081
C 3.81473 0.07507 -0.85554 -0.6852
C 2.50163 -0.28384 -1.14583 0.0868
Co 0.08550 -2.39283 -3.86820 0.3635
C -0.64760 -3.82800 -4.55606 0.1901
O -1.11641 -4.80657 -4.96866 -0.3624
C 1.81487 -2.66707 -3.97209 0.1236
O 2.96123 -2.84139 -4.04255 -0.3438
C -0.30543 -0.97084 -4.80695 0.1190
O -0.57570 0.01665 -5.35649 -0.3450
H -2.05357 -1.72024 -2.49092 0.7480
H -0.61868 0.37928 -0.10805 0.1932
H 1.10512 0.15003 1.92685 0.6029
H 3.43008 0.91730 2.43212 0.4247
H 5.17180 0.84172 0.63532 0.3922
H 4.56109 0.02016 -1.64749 0.4264
H 2.18942 -0.58338 -2.15289 0.1788
```

Properties
Multiplicity: 1
HOMO-LUMO gap, eV: 3.74
Charge: 0
F_max, Eh/bohr: 0.082
Electronic energy, eV: -135744.7471

=====

No. 3
Entry from the OMol25 dataset: a molecular structure, C24H15CuF18N6O18S6 at a distorted geometry (wB97M-V/def2-TZVPD).

```
88
Properties=species:S:1:pos:R:3:mulliken_charge:R:1
Cu 6.86092 -16.05072 -18.45527 0.9797
C 7.21367 -20.46205 -23.11142 0.6714
F 7.27853 -21.69476 -22.58502 -0.2011
F 8.15124 -19.65279 -22.51820 -0.2340
F 7.43041 -20.36600 -24.39121 -0.1724
S 5.42086 -19.73137 -22.82610 0.9118
O 4.66702 -19.93024 -24.08620 -0.5731
O 4.68533 -20.47331 -21.74541 -0.6457
N 5.78799 -18.06322 -22.36196 -0.4744
S 5.85959 -17.25031 -23.69563 1.0366
O 6.57125 -16.03616 -23.39681 -0.7178
O 6.39699 -17.86148 -24.90381 -0.6070
C 3.94437 -16.79298 -24.05981 0.6610
F 3.87384 -15.50263 -24.00608 -0.1977
F 3.52401 -17.40820 -25.17428 -0.2089
F 3.30929 -17.34397 -23.00888 -0.2373
C 11.93192 -15.51791 -14.72624 0.7280
F 12.84424 -15.78124 -13.84526 -0.2226
F 10.87583 -16.22049 -14.48356 -0.2209
F 11.71847 -14.20546 -14.77280 -0.2253
S 12.39185 -16.03728 -16.52846 0.8793
O 13.83319 -15.83842 -16.59188 -0.5562
O 11.97682 -17.45993 -16.75048 -0.6552
N 11.27956 -15.08964 -17.45131 -0.4662
S 12.09794 -13.90335 -17.99520 1.0094
O 11.20295 -12.92786 -18.58261 -0.6949
O 12.98427 -13.34496 -17.02049 -0.6011
C 13.03871 -14.77654 -19.45387 0.7236
F 13.33266 -16.14783 -19.25354 -0.2168
F 12.32058 -14.58257 -20.53599 -0.2273
F 14.09614 -14.08834 -19.61363 -0.2448
C 3.11240 -23.65611 -11.49228 0.7206
F 2.16596 -23.53840 -10.65496 -0.1894
F 4.14730 -23.24181 -10.87568 -0.1952
F 3.44653 -24.89026 -11.80661 -0.2067
S 2.69975 -22.68072 -13.18051 1.0325
O 1.63924 -23.47178 -13.82912 -0.5953
O 2.24175 -21.31804 -12.88388 -0.5248
N 4.04784 -22.88126 -14.24149 -0.2827
S 5.14416 -22.02583 -13.64044 0.9445
O 5.64087 -21.14553 -14.72061 -0.3933
O 4.90372 -21.22103 -12.39322 -0.4308
C 6.62194 -23.26887 -13.37918 0.7221
F 6.14350 -24.24688 -12.63640 -0.2016
F 7.06654 -23.67688 -14.51291 -0.1862
F 7.67887 -22.76257 -12.74351 -0.2135
C -3.97808 -14.24515 -15.75073 -0.2976
C -2.78634 -14.18726 -15.08679 -0.4524
C -1.74087 -14.99848 -15.49413 -0.3733
C -1.83810 -15.74939 -16.69246 0.3468
C -3.07553 -15.73708 -17.40156 -0.3467
C -4.17417 -15.04627 -16.82931 -0.4824
N -0.74913 -16.70494 -17.05195 0.7803
O -1.07205 -17.81420 -17.51774 -0.4916
O 0.45038 -16.30008 -16.99641 -0.4940
H -4.84213 -13.73297 -15.35389 0.3356
H -2.61248 -13.41217 -14.35508 0.3569
H -0.84106 -14.89765 -14.90543 0.3713
H -3.12037 -16.26923 -18.34029 0.3942
H -5.19587 -15.08153 -17.17757 0.3523
C 1.74591 -13.00477 -9.08136 -0.3220
C 1.94691 -11.80078 -9.73992 -0.3948
C 2.93789 -11.73916 -10.69225 -0.3418
C 3.65048 -12.91218 -11.03263 0.3370
C 3.51576 -14.10287 -10.30532 -0.3909
C 2.40314 -14.16252 -9.41855 -0.4992
N 4.66723 -12.85968 -12.13329 0.8819
O 4.79345 -13.86840 -12.80387 -0.5311
O 5.25205 -11.84834 -12.37180 -0.5520
H 0.98032 -12.89595 -8.32741 0.3325
H 1.33106 -10.92910 -9.57470 0.3675
H 3.08777 -10.75282 -11.10582 0.3690
H 4.22135 -14.91801 -10.36942 0.3754
H 2.17118 -15.13165 -9.00217 0.3685
C 2.76902 -6.82832 -23.08327 -0.6494
C 3.80554 -7.75749 -23.09196 -0.2155
C 3.99395 -8.74199 -22.10774 -0.5227
C 3.12490 -8.79589 -21.01316 0.2794
C 2.10801 -7.83879 -20.92347 -0.2468
C 1.95454 -6.90157 -21.91847 -0.2216
N 3.24704 -9.65430 -19.90057 0.9121
O 2.68961 -9.42938 -18.88467 -0.5689
O 3.87719 -10.73637 -20.07840 -0.5596
H 2.68730 -6.20188 -23.95922 0.3903
H 4.57728 -7.76451 -23.84747 0.3302
H 4.91402 -9.30407 -22.17039 0.3978
H 1.38439 -7.65570 -20.14291 0.3630
H 1.04885 -6.32166 -21.81942 0.3116
```

Properties
Multiplicity: 2
HOMO-LUMO gap (alpha / beta), eV: 4.87 / 2.52
Charge: -1
Relative energy (zero: lowest compared OMol25 entry of this formula, charge and spin), eV: 13.646
F_max, Eh/bohr: 0.119
Expectation value of S²: 0.76
Electronic energy, eV: -229469.6409

=====

Which of these has the highest charge?
C24H15Co2F3O8S

=====

What is the multiplicity in the second record?
1